{"formula": "C29H72ClIO29P6S2Ta", "method": "wB97M-V/def2-TZVPD", "largest_force_ev_per_a": 9.70, "charge": -1, "gap_ev": 3.320, "total_energy_ev": -190179.3909, "symbols": ["C", "C", "Ta", "C", "C", "C", "C", "S", "O", "O", "Cl", "C", "O", "C", "O", "C", "C", "O", "C", "C", "O", "I", "C", "S", "O", "O", "P", "C", "O", "H", "H", "H", "H", "H", "H", "H", "H", "H", "H", "H", "H", "H", "H", "H", "H", "H", "H", "H", "H", "H", "H", "H", "H", "H", "H", "H", "C", "O", "P", "O", "O", "C", "O", "C", "H", "H", "H", "H", "H", "H", "H", "H", "H", "C", "O", "P", "O", "O", "C", "O", "C", "H", "H", "H", "H", "H", "H", "H", "H", "H", "C", "O", "P", "O", "O", "C", "O", "C", "H", "H", "H", "H", "H", "H", "H", "H", "H", "C", "O", "P", "O", "O", "C", "O", "C", "H", "H", "H", "H", "H", "H", "H", "H", "H", "C", "O", "P", "O", "O", "C", "O", "C", "H", "H", "H", "H", "H", "H", "H", "H", "H"], "xyz": [[-3.8516, -0.4586, 0.8689], [-2.8838, -0.0077, 0.2633], [-1.4029, 1.1792, -1.0324], [-2.0790, 0.1753, -2.9796], [-3.0831, -1.0417, -2.8081], [-2.2142, -2.3204, -2.4181], [-2.9841, -3.6869, -2.6528], [-1.7552, -4.9139, -3.2827], [-1.0612, -4.4405, -4.4847], [-0.7255, -5.1666, -2.2567], [-2.7109, -6.6892, -3.8618], [-2.9753, 2.8548, -1.4018], [-4.1861, 2.3284, -1.9978], [-5.3342, 2.5444, -1.1915], [-6.4871, 2.7615, -2.0114], [-6.8556, 1.5765, -2.7289], [-8.0982, 0.8430, -2.0215], [-7.6770, -0.4625, -1.5437], [-0.8125, 2.3377, 0.9203], [-1.3557, 1.6875, 2.2160], [-0.9720, 0.6527, 2.6835], [-2.9271, 2.7041, 3.3831], [0.1931, 2.4859, -2.1063], [0.1149, 2.3990, -3.9222], [1.2229, 3.2655, -4.4315], [-1.1362, 2.9507, -4.4798], [0.4166, -0.5880, -0.5165], [1.1065, -1.4346, -2.0557], [1.7610, 0.3289, 0.0965], [-4.8586, -0.7592, 1.2424], [-1.2404, -0.1908, -3.6531], [-2.6328, 0.9709, -3.5756], [-3.9443, -0.8536, -2.1151], [-3.5330, -1.2894, -3.8267], [-1.3452, -2.3170, -3.1444], [-1.8756, -2.1649, -1.3568], [-3.3493, -4.0473, -1.6456], [-3.8878, -3.5937, -3.3144], [-2.5300, 3.5861, -2.1486], [-3.1178, 3.3635, -0.4081], [-5.2486, 3.4570, -0.5235], [-5.5129, 1.6504, -0.5105], [-7.1016, 1.8891, -3.7843], [-6.0436, 0.8019, -2.7992], [-8.5012, 1.4750, -1.1886], [-8.8572, 0.6880, -2.8485], [-7.7127, -1.0897, -2.2843], [0.3125, 2.3400, 0.9864], [-1.1508, 3.4110, 0.8136], [1.2401, 2.2229, -1.7627], [-0.0399, 3.5539, -1.8254], [0.3952, 1.1252, -4.4027], [0.7600, -1.0148, -3.0381], [0.7366, -2.5077, -2.0257], [2.2373, -1.5235, -2.0064], [2.5609, 0.1033, -0.4181], [-0.8658, -8.6607, 2.9824], [0.2797, -8.9792, 2.1891], [-0.0522, -9.1137, 0.5224], [-0.6661, -10.4887, 0.6399], [1.5434, -9.2350, 0.1578], [2.5705, -9.1992, 1.1405], [-0.3948, -8.9808, -1.1319], [-0.0015, -7.7408, -1.7435], [-0.5499, -8.5678, 4.0215], [-1.2981, -7.7154, 2.6549], [-1.6116, -9.4560, 2.9098], [2.5073, -10.0650, 1.8016], [2.5247, -8.2725, 1.7123], [3.5303, -9.2278, 0.6243], [1.0835, -7.6234, -1.7150], [-0.4690, -6.9066, -1.2309], [-0.3185, -7.7442, -2.7830], [-0.9017, 7.4435, 6.1549], [0.2207, 7.1695, 5.3131], [-0.1657, 7.1025, 3.6517], [-0.7662, 5.7229, 3.7328], [1.4226, 7.0095, 3.2424], [2.4730, 7.0177, 4.1989], [-0.5388, 7.2847, 2.0027], [-0.1676, 8.5387, 1.4240], [-0.5537, 7.4955, 7.1867], [-1.3520, 8.3982, 5.8811], [-1.6431, 6.6450, 6.0722], [2.4330, 6.1272, 4.8275], [2.4355, 7.9214, 4.8085], [3.4184, 7.0164, 3.6559], [0.9164, 8.6655, 1.4357], [-0.6362, 9.3621, 1.9701], [-0.5044, 8.5608, 0.3893], [-8.5552, 3.2433, 7.5144], [-7.5234, 4.2259, 7.6281], [-6.6113, 4.4337, 6.2006], [-5.7900, 3.1870, 6.4077], [-5.8229, 5.7319, 6.8282], [-6.0698, 6.2315, 8.1343], [-5.9160, 4.7745, 4.6900], [-6.4305, 5.9387, 4.0368], [-9.0978, 3.2027, 8.4591], [-9.2466, 3.5156, 6.7168], [-8.1234, 2.2603, 7.3128], [-5.7760, 5.5029, 8.8912], [-7.1183, 6.5075, 8.2524], [-5.4676, 7.1309, 8.2668], [-6.2055, 6.8379, 4.6133], [-7.5124, 5.8527, 3.9053], [-5.9589, 6.0295, 3.0602], [6.9596, 3.1768, -7.9121], [7.2608, 3.1605, -6.5155], [6.2460, 4.1648, -5.5812], [6.9536, 5.4387, -5.9766], [6.8705, 3.5817, -4.1783], [7.8863, 2.5908, -4.1341], [5.0532, 4.9693, -4.6894], [4.0538, 4.1225, -4.0962], [7.6361, 2.4881, -8.4185], [5.9316, 2.8544, -8.0781], [7.1054, 4.1795, -8.3208], [8.8168, 2.9682, -4.5613], [7.5665, 1.6841, -4.6489], [8.0622, 2.3397, -3.0877], [4.5008, 3.4602, -3.3523], [3.5611, 3.5266, -4.8640], [3.3127, 4.7439, -3.6006], [6.2207, -8.4232, -1.7230], [7.2497, -7.6007, -1.1650], [7.6793, -8.0189, 0.4350], [6.4522, -7.3384, 0.9980], [8.9424, -6.9688, 0.4123], [9.2961, -6.2043, -0.7327], [8.1724, -8.5144, 1.9877], [9.3741, -9.2890, 2.0318], [6.0389, -8.0995, -2.7475], [6.5361, -9.4666, -1.7288], [5.2967, -8.3170, -1.1504], [8.5097, -5.4910, -0.9816], [9.5093, -6.8541, -1.5822], [10.2046, -5.6502, -0.4960], [10.2275, -8.7008, 1.6899], [9.2737, -10.1810, 1.4076], [9.5574, -9.5938, 3.0604]], "atomic_forces_ev_per_a": [[-0.8778, 0.1344, -0.4398], [-0.1782, 0.2641, -0.2330], [-2.3565, -0.3788, 0.6914], [-0.6859, -0.2793, -0.2873], [0.4154, -0.8963, -1.2151], [-0.2220, 0.6144, -0.9034], [-0.6830, 0.2687, 1.4338], [4.3417, 1.3223, -0.4212], [-2.2765, -0.4351, 0.7388], [-2.8817, 0.2193, -0.6671], [-0.0128, 0.8406, 0.5647], [1.7684, 0.5285, -0.7040], [-0.5908, 0.5177, 1.1682], [-0.4316, -0.0652, 0.8018], [1.0292, -0.9214, -0.0025], [-0.8588, -0.3474, 0.0949], [0.8386, -0.0850, -1.7915], [-0.5374, 0.4772, -0.0559], [-0.2114, 0.2964, 0.9180], [1.4365, -0.6291, -0.7290], [-0.3095, 1.1665, -0.5054], [-0.0486, 0.1028, -0.3801], [-0.1900, -0.7373, 0.1425], [0.8719, 5.0848, -1.1066], [-0.4600, -2.1423, 0.7189], [0.6522, -2.0666, 1.2516], [1.2281, 0.4989, -0.1709], [0.1795, -1.0852, -0.1905], [0.0357, -0.7451, -0.9654], [1.6693, 0.3166, -0.2895], [-0.8487, 0.3455, 0.6644], [0.7047, -0.6767, 0.7848], [1.0034, -0.0928, -0.3802], [0.3873, 0.3578, 1.0389], [-0.8246, 0.0982, 1.0745], [-0.1540, -0.6660, -0.9845], [0.4588, -0.0736, -1.1785], [1.2030, -0.2336, 0.2186], [-0.6807, -0.4507, 0.8865], [-0.2643, -0.3847, -0.9368], [0.0882, -0.8677, -0.9652], [0.2327, 0.7734, -0.7821], [0.0723, -0.2510, 1.0825], [-0.4695, 0.9257, 0.2120], [0.4230, -0.8116, -0.6977], [0.3801, 0.2872, 1.1601], [0.0115, 0.4770, 0.3702], [-0.9635, -0.2050, 0.0588], [0.2648, -1.1249, 0.2303], [-1.0812, 0.2941, -0.6316], [0.3036, -0.8916, -0.8050], [-0.4388, 0.4415, 0.7715], [0.5708, -0.1757, 0.8719], [0.4315, 1.1848, -0.0675], [-1.2465, 0.3068, -0.1315], [-0.5613, 0.1691, 0.4395], [-0.2395, -0.1523, 0.2922], [-1.0938, 3.0777, -1.3076], [2.9105, -8.6645, -1.0616], [-1.0115, 1.3178, 0.1291], [-0.4484, 1.1864, 0.2864], [0.3546, 0.1328, 0.0780], [-0.3881, 2.6769, 1.9838], [0.2439, 0.0528, -0.0616], [0.1218, 0.0276, -0.1208], [-0.0841, 0.0397, 0.2173], [0.0622, 0.0322, -0.0899], [-0.0977, 0.0974, 0.0450], [0.0833, -0.1724, 0.0788], [-0.1198, 0.0134, -0.1607], [0.0072, -0.0324, 0.0398], [0.0627, -0.1222, -0.1863], [-0.1177, -0.1499, 0.1035], [-0.2471, -0.2489, 0.2775], [-1.1046, 3.2072, -1.0258], [2.9637, -8.7651, -1.2542], [-1.0583, 1.4667, 0.1490], [-0.3854, 1.3027, 0.3240], [0.3687, 0.0697, 0.0387], [-0.4365, 2.8140, 1.9080], [0.1293, 0.2308, -0.2876], [0.1158, 0.0197, -0.1159], [-0.0858, 0.0352, 0.2083], [0.0540, 0.0363, -0.0852], [-0.0834, 0.0995, 0.0462], [0.0387, -0.1654, 0.0856], [-0.1390, -0.0290, -0.1887], [0.0040, -0.0222, 0.0403], [0.0067, 0.0918, -0.2227], [-0.1108, -0.1220, 0.0624], [-0.0745, -0.3767, 0.1485], [-2.0792, 1.3064, -2.5099], [8.2865, -2.2846, 3.5802], [-1.4969, -0.0823, -0.8999], [-1.2953, 0.3356, -0.3810], [0.0202, 0.2774, 0.1733], [-3.4455, 0.6045, 0.4054], [0.0352, 0.3557, -0.3178], [0.0851, 0.1394, -0.0286], [-0.1703, -0.1257, 0.0937], [0.0367, 0.0970, -0.0527], [-0.1301, -0.0225, -0.0388], [0.0861, -0.0877, 0.1511], [0.0856, -0.0547, -0.1995], [0.0019, -0.0253, 0.0483], [0.0643, 0.1191, -0.2005], [0.0347, -0.1969, 0.0329], [0.1617, 0.1155, -0.3287], [-3.2881, -1.1716, -0.1735], [6.4284, 5.4892, 3.6444], [-1.2366, -0.5451, -0.9539], [-0.7941, -0.8528, -0.6437], [0.1055, -0.2500, 0.2132], [-0.7828, -2.7597, -1.9930], [-0.3376, -0.2540, 0.2720], [-0.0220, -0.0266, 0.1607], [0.0487, -0.0645, -0.2173], [-0.0498, -0.0181, 0.0992], [-0.0743, -0.0566, -0.1024], [0.1819, 0.0576, -0.0195], [-0.1467, 0.1661, 0.0373], [0.0816, 0.0280, -0.0172], [-0.2387, 0.1276, 0.2292], [0.0259, 0.0814, -0.2067], [-0.4010, 0.0446, -0.1299], [1.5405, -3.3536, -0.2283], [-2.4965, 8.7562, 3.3557], [-0.3006, -1.7191, -0.1495], [0.3481, -1.2691, -0.6105], [0.3082, 0.1893, -0.2026], [0.7358, -2.4391, -2.4026], [0.3292, -0.1230, 0.1463], [0.1404, 0.0456, 0.0717], [-0.1371, -0.0459, -0.1804], [0.0997, 0.0072, 0.0327], [-0.0232, -0.1347, -0.0494], [-0.1091, 0.1624, -0.0307], [-0.0300, -0.1001, 0.2188], [-0.0215, 0.0198, -0.0332], [0.1493, -0.0830, 0.1812], [-0.1718, 0.0203, 0.0103]]}